Computed, not measured: C23H23P2Ti as an isolated structure at a distorted geometry, with the ωB97M-V functional and the def2-TZVPD basis.

Geometry as XYZ:
```
49
C23H23P2Ti | the Open Molecules 2025 dataset | the ωB97M-V functional and the def2-TZVPD basis
C 1.3481 1.6841 -0.9390
C 0.1827 2.3839 -0.1185
C 0.2986 1.8518 1.2275
C 1.3894 0.9176 1.2121
C 1.9664 0.7433 -0.0947
Ti 0.0699 0.3191 -0.2114
P 0.6903 -1.2831 -2.2929
H 1.5037 1.9041 -2.0238
H -0.6013 3.0598 -0.4798
H -0.1876 2.1431 2.1580
H 2.7612 -0.0595 0.0876
H 1.6767 0.3789 2.0885
H 1.2738 -2.5699 -1.9034
H 1.5911 -0.7223 -3.2799
H -0.4698 -1.5959 -3.0799
C -2.1109 -5.4562 -2.0353
C -2.8566 -4.2702 -2.1317
C -2.5101 -3.1753 -1.3415
C -1.4258 -3.2892 -0.4574
C -0.6930 -4.4723 -0.3494
C -1.0265 -5.5625 -1.1467
P -1.0642 -1.8751 0.6292
C -2.7082 -1.3247 1.1414
C -3.0180 0.0502 1.2399
C -4.3049 0.4641 1.5837
C -5.3014 -0.4850 1.8504
C -4.9992 -1.8465 1.8017
C -3.7009 -2.2656 1.4564
C -0.2526 -2.6037 2.0578
C -0.8990 -2.7117 3.3046
C -0.2405 -3.3192 4.3873
C 1.0825 -3.7367 4.2530
C 1.7753 -3.5520 3.0528
C 1.1244 -2.9588 1.9691
H -2.3847 -6.3162 -2.6715
H -3.7207 -4.1986 -2.8197
H -3.1239 -2.2749 -1.3502
H 0.0839 -4.5746 0.4022
H -0.4555 -6.5015 -1.0712
H -2.2366 0.8087 1.0733
H -4.5352 1.5375 1.6440
H -6.3059 -0.1386 2.0738
H -5.7662 -2.5965 2.0336
H -3.4596 -3.3410 1.4463
H -1.9120 -2.3036 3.4465
H -0.7930 -3.4769 5.3260
H 1.5793 -4.2129 5.0927
H 2.8149 -3.8904 2.9722
H 1.6700 -2.7942 1.0231
```

As for the LUMO energy (alpha / beta): -3.086 / -3.070 eV. Its charge is +1. Its largest force on an atom is 8.0 eV Å⁻¹. The value obtained for the total energy is -2422.05619 Ha. As for the spin multiplicity: 1.

***

Computed, not measured: C23H24AuBrN12O2 as an isolated structure at a distorted geometry, with the ωB97M-V functional and the def2-TZVPD basis.

Geometry as XYZ:
```
63
C23H24AuBrN12O2 | the Open Molecules 2025 dataset | the ωB97M-V functional and the def2-TZVPD basis
Au -0.6763 -0.7476 0.8844
N -3.5888 0.3875 2.5158
C -2.7074 1.3863 2.1714
N -2.8623 2.6934 2.3733
N -1.7904 3.2581 1.8211
N -1.0663 2.3365 1.2993
N -1.5759 1.1256 1.5325
C -3.6610 -0.7629 1.7396
N -4.7253 -1.5334 1.6946
N -4.3981 -2.5200 0.8401
N -3.2101 -2.3664 0.3960
N -2.6954 -1.2308 0.9350
H -4.4551 0.6731 2.9437
Br -1.5035 6.1848 -2.9792
C -0.4015 5.6199 -1.5367
C 0.4376 6.5374 -0.9253
C 1.2437 6.1071 0.1163
C 1.2042 4.7871 0.5444
C 0.3562 3.8864 -0.0799
C -0.4517 4.3022 -1.1290
C 0.2710 2.4209 0.3301
O 1.3182 2.1615 1.2543
O 0.0340 1.6143 -0.6380
H 0.4597 7.5649 -1.2592
H 1.9068 6.8123 0.5999
H 1.8357 4.4468 1.3515
H -1.0949 3.5867 -1.6213
C 0.3714 -2.6521 -3.5686
N -0.7161 -1.8713 -2.9291
C -0.2530 -0.5067 -2.5355
C -1.4308 -2.6414 -1.8363
C -0.5953 -3.2712 -0.7522
C -0.2697 -4.6190 -0.9249
C 0.4269 -5.3300 0.0351
C 0.8147 -4.6925 1.2025
C 0.5052 -3.3549 1.3959
C -0.2034 -2.6388 0.4338
H 0.8156 -2.0513 -4.3583
H -0.0360 -3.5739 -3.9782
H 1.1169 -2.8780 -2.8118
H -1.4394 -1.7227 -3.6314
H 0.6465 -0.5799 -1.9316
H -1.0266 0.0013 -1.9674
H -0.0397 0.0487 -3.4471
H -1.9456 -3.4445 -2.3644
H -2.1881 -1.9728 -1.4322
H -0.5965 -5.1267 -1.8256
H 0.6497 -6.3765 -0.1210
H 1.3569 -5.2330 1.9671
H 0.8362 -2.8499 2.2930
N 2.4086 -1.5190 -0.4769
C 2.4466 -0.6254 0.5929
C 3.6661 -0.1361 0.9798
C 3.7619 0.5885 2.2033
C 2.6477 1.0228 2.8045
C 1.3721 0.9193 2.0353
N 1.2982 -0.3179 1.2897
H 3.2980 -1.9718 -0.6115
H 1.6552 -2.1808 -0.4354
H 4.5479 -0.4430 0.4358
H 4.7348 0.7562 2.6488
H 2.6405 1.5773 3.7308
H 0.5197 0.9349 2.7166
```

As for the LUMO energy: -0.570 eV. Its charge is 0. The calculation puts the energy above the lowest of the compared OMol25 structures with the same formula, charge and spin at 2.446 eV. Its largest force on an atom is 1.2 eV Å⁻¹. The value obtained for the total energy is -4407.96308 Ha. As for the spin multiplicity: 1.

***

Computed, not measured: C23H24Cl2N4O3Sc as an isolated structure at a distorted geometry, with the ωB97M-V functional and the def2-TZVPD basis.

Geometry as XYZ:
```
57
C23H24Cl2N4O3Sc | the Open Molecules 2025 dataset | the ωB97M-V functional and the def2-TZVPD basis
Sc -0.2622 0.5362 -0.4400
C -3.0014 -2.4555 4.1486
C -2.9253 -2.5904 2.7705
C -2.1472 -1.7297 2.0184
C -1.3972 -0.6756 2.5860
C -1.4737 -0.5701 3.9980
C -2.2578 -1.4328 4.7375
N -0.6248 0.1450 1.7894
N 0.1534 0.9526 2.6036
C 0.9663 1.8268 2.0346
C 1.7447 2.6275 2.9443
C 2.6273 3.5671 2.5360
C 2.8047 3.8005 1.1391
C 2.0765 3.0970 0.2408
C 1.1342 2.0898 0.6289
H -3.6076 -3.1241 4.7454
H -3.4757 -3.3806 2.2701
H -2.0901 -1.8706 0.9511
H -0.9092 0.2051 4.4875
H -2.2901 -1.3080 5.8146
H 1.5841 2.4392 3.9994
H 3.1868 4.1432 3.2623
H 3.5041 4.5546 0.7981
H 2.1812 3.2766 -0.8222
Cl 5.7086 0.4865 -4.8451
C 4.5158 0.4737 -3.5498
C 4.9715 0.3888 -2.2343
C 4.0151 0.3815 -1.2283
Cl 4.5458 0.2646 0.4251
C 2.6453 0.4494 -1.4641
O 1.7929 0.4279 -0.4573
C 2.1840 0.5339 -2.8389
C 0.8539 0.5994 -3.2390
O -0.2377 0.6078 -2.4951
C 3.1887 0.5433 -3.8592
H 6.0226 0.3303 -1.9992
H 0.7052 0.6444 -4.3207
H 2.8809 0.6069 -4.8953
N -2.5417 0.7102 -0.6446
C -3.5976 -0.3152 -0.7194
C -3.2906 -1.3228 -1.8346
C -2.3442 -2.5269 -1.6152
C -0.8317 -2.3497 -1.7500
N -0.1680 -1.7079 -0.5981
H -2.7285 1.4013 0.0690
H -2.6094 1.3324 -1.4471
H -4.5671 0.1486 -0.9229
H -3.6854 -0.8112 0.2460
H -2.9409 -0.7705 -2.7128
H -4.2538 -1.7632 -2.1085
H -2.6077 -3.2392 -2.4005
H -2.5829 -3.0266 -0.6709
H -0.6334 -1.7281 -2.6225
H -0.3920 -3.3351 -1.9356
H 0.8551 -1.7491 -0.6567
H -0.3045 -2.2265 0.2709
O -0.0692 2.4173 -0.1873
```

As for the LUMO energy (alpha / beta): 2.341 / 2.340 eV. Its charge is -1. Its largest force on an atom is 5.6 eV Å⁻¹. The value obtained for the total energy is -3016.81809 Ha. As for the spin multiplicity: 1.

***

Computed, not measured: a 6-piece molecular cluster, C23H24ClF5O19 overall, with the ωB97M-V functional and the def2-TZVPD basis.

Geometry as XYZ:
```
72
C23H24ClF5O19 | the Open Molecules 2025 dataset | the ωB97M-V functional and the def2-TZVPD basis
C 5.6537 0.2912 2.3329
C 4.4952 0.9982 3.0309
C 3.2790 1.2397 2.1101
C 2.0397 0.7201 2.7899
O 0.8740 1.1163 2.0073
C -0.2628 0.5801 2.4016
C -0.9093 -0.4958 1.9443
Cl -0.4510 -1.5162 0.6848
C -2.1507 -0.6426 2.7490
O -2.8052 -1.5943 2.9909
O -2.3872 0.6072 3.3351
C -1.1059 1.1470 3.5049
O -0.8227 1.8387 4.4205
H 5.3131 -0.6029 1.8059
H 6.1322 0.9455 1.6004
H 6.4208 -0.0037 3.0508
H 4.1818 0.3848 3.8806
H 4.8233 1.9523 3.4371
H 3.1399 2.3132 1.9674
H 3.4342 0.7686 1.1382
H 2.0383 -0.3705 2.8783
H 1.9505 1.1673 3.7827
O 3.5934 -1.7506 -3.0317
C 2.4937 -2.1695 -3.1846
O 1.9738 -2.5909 -4.3526
C 0.7015 -3.2017 -4.0886
C 0.3077 -2.5415 -2.7850
F -0.4030 -3.3702 -1.9761
O 1.5750 -2.2980 -2.1876
H 0.8466 -4.2698 -3.9394
H 0.0152 -3.0139 -4.9079
H -0.2336 -1.6028 -2.8764
O 3.5648 2.7335 5.3038
C 2.7800 3.6120 5.4280
O 2.8102 4.5733 6.3756
C 1.7678 5.5131 6.0986
C 0.8147 4.6899 5.2503
F 0.1918 5.4323 4.3066
O 1.6926 3.7760 4.6255
H 2.1707 6.3433 5.5167
H 1.3360 5.8796 7.0245
H 0.0626 4.1307 5.8093
O -2.1216 -0.5159 -2.6438
C -2.8386 0.0966 -1.9259
O -2.4310 0.9234 -0.9405
C -3.5776 1.5813 -0.3921
C -4.6922 0.6247 -0.7705
F -5.8569 1.2642 -1.0380
O -4.1979 0.0454 -1.9629
H -3.7172 2.5439 -0.8863
H -3.4570 1.7217 0.6782
H -4.8876 -0.1656 -0.0438
O 1.0980 -6.4141 -3.8020
C 2.0487 -6.3369 -3.0965
O 3.0214 -5.4068 -3.2277
C 3.8967 -5.4990 -2.0992
C 3.6512 -6.9234 -1.6366
F 3.7418 -7.0584 -0.2954
O 2.3106 -7.1462 -2.0400
H 3.5815 -4.7872 -1.3346
H 4.9194 -5.2952 -2.3995
H 4.2897 -7.6729 -2.1072
O -4.9519 4.5173 -4.8768
C -5.6575 3.5694 -4.8363
O -5.2750 2.3283 -4.4519
C -6.4351 1.4956 -4.3769
C -7.3984 2.2196 -5.2964
F -8.6845 2.1141 -4.8882
O -6.9777 3.5631 -5.1768
H -6.8077 1.4894 -3.3522
H -6.1947 0.4837 -4.6884
H -7.3411 1.9209 -6.3447
```

As for the LUMO energy: -0.774 eV. Its charge is 0. Its largest force on an atom is 1.0 eV Å⁻¹. The value obtained for the total energy is -3279.97372 Ha. As for the spin multiplicity: 1.